# 1
Density functional theory data (wB97M-V/def2-TZVPD) for 2 unconnected molecules or ions with the total composition C9H15N4O3S.

Last columns: bonded neighbours and bond lengths (Å).
Cartesian coordinates (Å):
1 C -0.583 -2.965 1.065  N4 1.397, O22 1.223, C26 1.461
2 C -3.717 -0.823 0.551  H3 1.091, H13 1.091, H24 1.090, C31 1.477
3 H -4.057 -0.911 1.585  C2 1.091
4 N -0.038 -3.730 2.099  C1 1.397, C6 1.463, C29 1.448
5 H 0.708 -1.109 -3.248  N27 1.005
6 C -0.549 -3.696 3.469  N4 1.463, H17 1.086, H20 1.086, H28 1.084
7 O 2.926 -0.928 1.020  C16 1.219
8 H 3.123 1.907 2.155  C21 1.090
9 H 1.512 -4.282 0.822  C29 1.088
10 H 1.132 -5.460 2.085  C29 1.086
11 H -2.487 -2.601 2.096  C26 1.074
12 O -1.348 0.335 -3.712  C23 1.217
13 H -3.683 0.238 0.295  C2 1.091
14 H 0.069 -1.722 -1.746  N27 1.028
15 H 1.972 1.017 3.169  C21 1.090
16 C 2.357 0.120 1.275  O7 1.219, C21 1.482, S25 1.687
17 H -0.794 -4.702 3.799  C6 1.086
18 N -1.680 -1.157 -0.765  N30 1.229, C31 1.369
19 H 2.000 -3.969 2.490  C29 1.086
20 H 0.211 -3.291 4.130  C6 1.086
21 C 2.785 0.914 2.451  H8 1.090, H15 1.090, C16 1.482, H32 1.089
22 O 0.044 -2.866 0.020  C1 1.223
23 C -1.165 -0.368 -2.737  O12 1.217, N27 1.366, N30 1.379
24 H -4.451 -1.296 -0.102  C2 1.090
25 S 1.087 0.716 0.339  C16 1.687
26 C -1.882 -2.323 1.253  C1 1.461, H11 1.074, C31 1.344
27 N -0.037 -1.121 -2.573  H5 1.005, H14 1.028, C23 1.366
28 H -1.434 -3.077 3.567  C6 1.084
29 C 1.224 -4.401 1.864  N4 1.448, H9 1.088, H10 1.086, H19 1.086
30 N -2.074 -0.472 -1.705  N18 1.229, C23 1.379
31 C -2.392 -1.449 0.368  C2 1.477, N18 1.369, C26 1.344
32 H 3.612 0.397 2.936  C21 1.089

Calculated values
HOMO-LUMO gap ... 4.9 eV
E ... -1194.88078 hartree
Charge ... -1
E_HOMO ... -3.06 eV

=====

# 2
Density functional theory data (wB97M-V/def2-TZVPD) for a single C9H15N5O molecule.

Last columns: bonded neighbours and bond lengths (Å).
Cartesian coordinates (Å):
1 C 2.732 0.729 -0.141  H10 1.067, H16 1.046, C20 1.563, H29 1.104
2 H -2.428 -1.814 -0.729  C22 1.109
3 H -4.147 -1.343 -0.165  C22 1.200
4 N 0.233 -2.044 -2.484  C7 1.346, N21 1.322
5 H 3.330 -1.595 1.594  C6 1.083
6 C 2.700 -1.676 0.717  H5 1.083, C20 1.540, H23 1.099, H28 1.020
7 C -0.016 -1.594 -1.240  N4 1.346, N26 1.416
8 C -2.648 -0.003 0.455  H11 1.035, H12 1.077, C22 1.509, C25 1.490
9 C 0.978 -0.085 1.513  N14 1.421, O15 1.180, C20 1.528
10 H 3.335 0.986 0.701  C1 1.067
11 H -3.267 0.825 0.516  C8 1.035
12 H -2.523 -0.558 1.369  C8 1.077
13 H -0.519 2.168 -0.160  C27 1.074
14 N -0.433 -0.003 1.369  C9 1.421, C25 1.364, H30 1.000
15 O 1.489 0.098 2.561  C9 1.180
16 H 2.168 1.546 -0.471  C1 1.046
17 H 0.202 0.969 -1.253  C27 1.098
18 N 2.034 -1.059 -1.951  N21 1.239, N26 1.339
19 H -3.271 -0.518 -1.557  C22 1.037
20 C 1.835 -0.470 0.307  C1 1.563, C6 1.540, C9 1.528, N26 1.445
21 N 1.447 -1.674 -2.852  N4 1.322, N18 1.239
22 C -3.112 -0.947 -0.627  H2 1.109, H3 1.200, C8 1.509, H19 1.037
23 H 3.437 -1.862 -0.076  C6 1.099
24 H -1.479 1.584 -1.588  C27 1.155
25 C -1.215 0.381 0.319  C8 1.490, N14 1.364, C27 1.504
26 N 1.222 -1.004 -0.888  C7 1.416, N18 1.339, C20 1.445
27 C -0.723 1.302 -0.762  H13 1.074, H17 1.098, H24 1.155, C25 1.504
28 H 1.990 -2.404 0.793  C6 1.020
29 H 3.351 0.352 -0.974  C1 1.104
30 H -0.942 -0.244 2.196  N14 1.000

Calculated values
ΔE to the lowest compared entry with this formula, charge and spin ... 142.6 kJ/mol
HOMO-LUMO gap (spin up / spin down) ... 6.7 / 6.7 eV
E ... -700.76199 hartree
Charge ... 0
E_HOMO (spin up / spin down) ... -8.20 / -8.20 eV

=====

# 3
Density functional theory data (wB97M-V/def2-TZVPD) for 2 unconnected molecules or ions with the total composition C9H15NO2.

Last columns: bonded neighbours and bond lengths (Å).
Cartesian coordinates (Å):
1 C 0.625 -0.987 -3.920  H7 1.086, H10 1.107, H19 1.111, C25 1.489
2 H -1.800 0.417 1.788  C24 1.104
3 H 0.147 2.883 -3.507  C6 1.017
4 O 2.336 -1.500 0.477  N11 1.195
5 H 1.326 0.945 3.195  C21 1.105
6 C 0.818 2.164 -3.766  H3 1.017, H14 1.101, C17 1.520, H18 1.072
7 H 0.016 -1.864 -3.721  C1 1.086
8 H 1.080 -1.106 4.417  C26 1.083
9 C 1.343 -0.904 -1.556  N11 1.151, C25 1.395
10 H 1.571 -1.543 -4.067  C1 1.107
11 N 1.890 -1.127 -0.567  O4 1.195, C9 1.151
12 H -0.348 -0.073 4.760  C26 1.071
13 H 0.385 -1.339 2.030  C22 1.121
14 H 0.509 1.701 -4.717  C6 1.101
15 O 0.626 1.210 1.254  C21 1.200
16 H -0.330 -1.797 4.372  C26 1.029
17 C 1.019 1.114 -2.686  C6 1.520, H20 1.094, C25 1.318
18 H 1.770 2.644 -3.881  C6 1.072
19 H 0.372 -0.366 -4.806  C1 1.111
20 H 1.079 1.427 -1.640  C17 1.094
21 C 0.711 0.666 2.320  H5 1.105, O15 1.200, C22 1.520
22 C -0.076 -0.575 2.709  H13 1.121, C21 1.520, C24 1.567, C26 1.488
23 H -1.793 -1.476 1.657  C24 1.150
24 C -1.587 -0.541 2.294  H2 1.104, C22 1.567, H23 1.150, H27 1.089
25 C 0.965 -0.204 -2.701  C1 1.489, C9 1.395, C17 1.318
26 C 0.055 -0.866 4.163  H8 1.083, H12 1.071, H16 1.029, C22 1.488
27 H -1.995 -0.397 3.293  C24 1.089

Calculated values
ΔE to the lowest compared entry with this formula, charge and spin ... 491.0 kJ/mol
HOMO-LUMO gap ... 9.4 eV
E ... -556.99237 hartree
SMILES ... C/C=C(\C)C#[N+][O-].CC(C)C=O
Charge ... 0
E_HOMO ... -8.62 eV

=====

# 4
Density functional theory data (wB97M-V/def2-TZVPD) for a gas-phase ion, C9H15NP (charge +1).

Last columns: bonded neighbours and bond lengths (Å).
Cartesian coordinates (Å):
1 C 2.341 -1.867 -0.120  H3 1.143, H12 1.177, H15 1.105, N21 1.394
2 H -0.052 -0.477 1.656  C23 1.091
3 H 2.459 -2.532 -1.042  C1 1.143
4 H -1.859 2.249 -2.906  C26 1.162
5 H 1.491 -0.587 1.998  C23 1.121
6 C -0.195 1.947 0.029  P17 1.873, C18 1.342, C20 1.434
7 H -3.223 3.250 1.079  C14 1.162
8 H 1.440 1.766 1.989  P17 1.428
9 H -0.413 -2.638 -0.945  C11 1.114
10 H 0.980 -0.732 -0.779  N21 1.012
11 C -0.122 -2.302 0.076  H9 1.114, H16 1.113, H19 1.086, N21 1.532
12 H 2.587 -2.423 0.888  C1 1.177
13 C -2.576 2.686 -0.912  C14 1.412, H24 1.051, C26 1.329
14 C -2.341 2.796 0.476  H7 1.162, C13 1.412, C20 1.376
15 H 3.207 -1.181 -0.118  C1 1.105
16 H 0.015 -3.204 0.714  C11 1.113
17 P 1.469 1.331 0.630  C6 1.873, H8 1.428, C23 1.880
18 C -0.409 1.894 -1.296  C6 1.342, H22 1.110, C26 1.383
19 H -0.867 -1.724 0.615  C11 1.086
20 C -1.142 2.384 1.012  C6 1.434, C14 1.376, H25 1.115
21 N 1.063 -1.332 0.032  C1 1.394, H10 1.012, C11 1.532, C23 1.422
22 H 0.288 1.416 -2.015  C18 1.110
23 C 0.872 -0.394 1.083  H2 1.091, H5 1.121, P17 1.880, N21 1.422
24 H -3.461 3.127 -1.269  C13 1.051
25 H -0.812 2.289 2.072  C20 1.115
26 C -1.676 2.198 -1.760  H4 1.162, C13 1.329, C18 1.383

Calculated values
ΔE to the lowest compared entry with this formula, charge and spin ... 65.9 kJ/mol
HOMO-LUMO gap ... 9.7 eV
E ... -747.71443 hartree
SMILES ... C[NH+](C)CPc1ccccc1
Charge ... +1
E_HOMO ... -12.66 eV